i:
# C4H12O2

A 2-piece molecular cluster, C4H12O2 overall (ωB97M-V with the def2-TZVPD basis set, the OMol25 dataset).

Orbital gap (alpha / beta) in eV: 2.13 / 10.50

Structure (ORCA input):
```
! RIJCOSX wB97M-V def2-TZVPD def2/J DEFGRID3
* xyz -1 2
C -1.71 1.56 -0.28
O -2.68 0.54 -0.21
C -0.31 0.96 0.00
C -0.42 0.00 1.21
C 0.96 -0.67 1.51
H -1.92 2.32 0.52
H -1.52 2.04 -1.24
H -3.52 0.90 -0.53
H -0.02 0.27 -0.82
H 0.42 1.72 0.29
H -0.97 0.49 2.03
H -1.07 -0.80 0.88
H 1.57 0.04 2.08
H 0.78 -1.62 2.00
H 1.37 -0.68 0.49
H 3.69 -2.69 -2.45
H 2.56 -1.70 -2.72
O 2.77 -2.66 -2.75
*
```

ii:
# C4H12O2

A 3-piece molecular cluster, C4H12O2 overall (ωB97M-V with the def2-TZVPD basis set, the OMol25 dataset).

Orbital gap (alpha / beta) in eV: 2.60 / 9.58

Structure (ORCA input):
```
! RIJCOSX wB97M-V def2-TZVPD def2/J DEFGRID3
* xyz -1 2
C 1.73 -1.48 0.85
C 1.12 -0.23 0.25
C -0.13 -0.16 -0.21
C 2.04 0.95 0.25
H 1.15 -2.36 0.61
H 1.81 -1.35 1.93
H 2.73 -1.61 0.41
H -0.40 0.77 -0.68
H -0.83 -0.96 -0.05
H 1.58 1.82 -0.21
H 2.95 0.75 -0.33
H 2.44 1.17 1.24
H -2.02 1.69 -3.35
H -1.87 3.29 -3.83
O -1.77 2.36 -4.02
H -3.31 -1.44 1.59
H -4.01 -1.46 3.02
O -3.23 -1.74 2.52
*
```

Which one is the least stable? From the structures above, i.